Run 1
69
Properties=species:S:1:pos:R:3:nbo_charge:R:1 method="wB97M-V/def2-TZVPD" molar_mass_da=813.22 total_charge=+3 e_lumo_ev=-10.9 orbital_gap_ha=0.1271 e_homo_ev=-14.355
Ir 2.5935 0.8234 -0.9540 1.294
C 1.4391 -0.3915 4.2043 -0.438
N 1.9847 0.5171 3.1808 -0.343
C 2.5130 1.8139 3.6288 -0.439
C 2.0647 0.1967 1.9020 0.673
N 2.4921 1.0514 0.9907 -0.699
N 1.6993 -1.0896 1.5437 -0.598
C 1.6061 -1.6589 0.3029 0.669
N 1.1410 -2.9034 0.2642 -0.737
N 1.9483 -1.0186 -0.7883 -0.674
H 1.0791 0.2145 5.0301 0.266
H 2.2050 -1.0726 4.5780 0.240
H 0.5735 -0.9357 3.8267 0.219
H 2.4867 1.8391 4.7127 0.268
H 1.8979 2.6345 3.2530 0.228
H 3.5523 1.9357 3.3186 0.226
H 2.7064 1.9779 1.3364 0.425
H 1.4603 -1.6927 2.3167 0.449
H 0.9169 -3.4191 1.1016 0.440
H 1.1092 -3.4275 -0.5971 0.441
H 1.8712 -1.5506 -1.6474 0.418
Cl -4.8390 2.5007 4.2836 0.083
C -4.3873 1.9217 2.7307 -0.002
C -5.2943 1.9494 1.6791 -0.204
C -4.9069 1.4858 0.4352 -0.181
C -3.6266 0.9831 0.1994 -0.056
C -3.2533 0.5360 -1.2036 0.089
C -2.7084 1.7029 -2.0419 -0.229
N -1.3141 2.0234 -1.7042 -0.279
C -0.8897 3.1322 -1.0028 -0.027
C 0.4422 2.9932 -0.8276 -0.077
N 0.8521 1.8088 -1.4366 -0.598
C -0.2659 1.2492 -1.9261 0.253
O -4.3456 0.0890 -1.9410 -0.530
C -4.8717 -1.2013 -1.5466 -0.088
C -4.4925 -2.2413 -2.5427 -0.163
C -5.2975 -2.6702 -3.5587 -0.234
Cl -6.8948 -2.1564 -3.8851 0.094
S -4.5484 -3.8363 -4.5599 0.551
C -3.1138 -3.7696 -3.6307 -0.419
C -3.2225 -2.8900 -2.5984 -0.262
C -2.7683 0.9522 1.2868 -0.011
Cl -1.1452 0.2450 1.1294 -0.116
C -3.1096 1.4158 2.5433 -0.269
H -6.2930 2.3305 1.8399 0.261
H -5.6104 1.5034 -0.3878 0.253
H -2.4812 -0.2449 -1.1315 0.171
H -3.2930 2.6037 -1.8686 0.245
H -2.7774 1.4442 -3.0970 0.259
H -1.5690 3.9170 -0.7170 0.272
H 1.1344 3.6736 -0.3601 0.236
H -0.3180 0.3244 -2.4784 0.234
H -5.9523 -1.0902 -1.4848 0.231
H -4.4995 -1.4606 -0.5513 0.186
H -2.2795 -4.4006 -3.8903 0.243
H -2.4371 -2.7217 -1.8706 0.189
H -2.4104 1.3820 3.3656 0.239
N 7.2229 -2.3673 2.1072 -0.151
C 6.8805 -1.7991 1.1709 0.202
C 6.3717 -1.0737 0.0425 -0.142
C 7.1130 -0.8589 -1.1185 -0.041
C 6.5352 -0.1380 -2.1522 -0.205
C 5.2487 0.3390 -2.0007 0.053
N 4.5320 0.1224 -0.8801 -0.478
C 5.0839 -0.5700 0.1225 0.084
H 8.1194 -1.2483 -1.2047 0.280
H 7.0752 0.0621 -3.0670 0.281
H 4.7754 0.9225 -2.7859 0.225
H 4.4893 -0.7188 1.0115 0.217



Run 2
69
Properties=species:S:1:pos:R:3:nbo_charge:R:1 method="wB97M-V/def2-TZVPD" molar_mass_da=813.22 total_charge=+3 e_lumo_ev=-11.2 orbital_gap_ha=0.1179 e_homo_ev=-14.403
Ir 1.3917 -0.2932 -2.3387 1.219
C 6.6618 -0.1928 -1.1723 -0.447
N 5.2589 0.1638 -0.8842 -0.314
C 4.9785 1.0520 0.2583 -0.440
C 4.2756 -0.2493 -1.6553 0.671
N 3.0030 0.1235 -1.4062 -0.708
N 4.5939 -1.0405 -2.7266 -0.586
C 3.7820 -1.5361 -3.7339 0.662
N 4.4168 -2.1918 -4.7011 -0.743
N 2.4927 -1.3629 -3.6973 -0.800
H 7.2871 0.2150 -0.3866 0.272
H 6.9887 0.2431 -2.1184 0.237
H 6.7964 -1.2759 -1.1649 0.231
H 5.9188 1.3092 0.7319 0.269
H 4.3594 0.5440 0.9999 0.227
H 4.5093 1.9775 -0.0784 0.233
H 2.8869 0.6427 -0.5446 0.423
H 5.5803 -1.2268 -2.8338 0.446
H 5.4203 -2.2806 -4.7383 0.436
H 3.9106 -2.5735 -5.4859 0.443
H 2.0167 -1.7426 -4.5080 0.415
Cl -6.7771 2.0941 -1.5924 0.077
C -5.4755 1.9807 -0.4745 -0.004
C -5.2227 3.0222 0.4092 -0.217
C -4.1743 2.9129 1.3059 -0.190
C -3.3597 1.7828 1.3406 -0.024
C -2.2232 1.7064 2.3296 0.051
C -1.0048 2.5107 1.8371 -0.235
N -0.5865 2.1023 0.4846 -0.282
C -1.0157 2.6880 -0.6797 -0.016
C -0.4599 1.9897 -1.7002 -0.097
N 0.2993 0.9614 -1.1559 -0.564
C 0.1816 1.0618 0.1710 0.212
O -2.6368 2.2636 3.5422 -0.521
C -2.1140 1.6817 4.7482 -0.079
C -2.0491 0.1844 4.7296 -0.169
C -3.0907 -0.6473 4.4302 -0.255
Cl -4.6781 -0.1825 3.9922 0.083
S -2.6638 -2.3034 4.5130 0.519
C -1.0595 -1.9096 4.9553 -0.420
C -0.8720 -0.5637 5.0287 -0.255
C -3.6499 0.7663 0.4433 -0.024
Cl -2.6836 -0.7087 0.4517 -0.059
C -4.6940 0.8346 -0.4610 -0.272
H -5.8551 3.8988 0.4014 0.256
H -3.9990 3.7044 2.0238 0.247
H -1.9262 0.6625 2.4569 0.214
H -0.1590 2.3881 2.5126 0.228
H -1.2613 3.5676 1.7893 0.245
H -1.6687 3.5442 -0.6790 0.276
H -0.5290 2.1672 -2.7607 0.248
H 0.5975 0.3810 0.8970 0.236
H -2.7888 2.0391 5.5246 0.237
H -1.1187 2.0847 4.9609 0.180
H -0.3545 -2.6919 5.1855 0.252
H 0.0584 -0.1072 5.3394 0.229
H -4.9167 0.0125 -1.1267 0.256
N -4.4159 -2.2563 -2.5872 -0.146
C -3.3159 -2.5017 -2.3728 0.210
C -1.9286 -2.7561 -2.1140 -0.134
C -1.4437 -4.0194 -1.7974 -0.037
C -0.0845 -4.1739 -1.5455 -0.206
C 0.7531 -3.0876 -1.6409 0.059
N 0.2676 -1.8640 -1.9419 -0.385
C -1.0473 -1.6840 -2.1489 0.073
H -2.1200 -4.8630 -1.7421 0.281
H 0.3269 -5.1398 -1.2881 0.278
H 1.8180 -3.1600 -1.4790 0.233
H -1.4082 -0.6782 -2.3316 0.262



Winner for stability: run 2



Run 1
15
Properties=species:S:1:pos:R:3:nbo_charge:R:1 method="wB97M-V/def2-TZVPD" molar_mass_da=85.13 total_charge=+1 e_lumo_ev=-3.8 orbital_gap_ha=0.3973 e_homo_ev=-14.587 smiles=C[NH2+][C@@H]1[C@H]2CN21
C 1.8746 -1.4635 -0.3539 -0.258
C 0.8209 -0.8773 0.3891 -0.179
C 0.0934 -0.1217 -0.5945 0.017
C -1.6766 1.0929 0.7166 -0.420
N 1.8366 -0.0443 -0.2655 -0.225
N -0.6692 1.0846 -0.3778 -0.531
H 2.6176 -1.9228 0.3518 0.241
H 1.6489 -2.1204 -1.2731 0.213
H 0.6661 -1.2155 1.4365 0.244
H -0.2845 -0.7814 -1.3876 0.238
H -1.0840 1.0969 1.7333 0.252
H -2.5158 1.8463 0.5949 0.264
H -2.0692 0.1576 0.5997 0.219
H 0.0075 1.9358 -0.3816 0.471
H -1.2664 1.3328 -1.1880 0.452



Run 2
15
Properties=species:S:1:pos:R:3:nbo_charge:R:1 method="wB97M-V/def2-TZVPD" molar_mass_da=85.13 total_charge=+1 e_lumo_ev=-6.6 orbital_gap_ha=0.2383 e_homo_ev=-13.076
C -2.3495 0.8298 -0.2098 -0.123
C -1.2055 0.5541 -0.1329 0.053
C 0.9111 0.3070 -1.0709 -0.421
C 0.1332 -1.9321 0.3826 -0.179
N 0.6075 1.0866 1.2984 -0.585
N 0.1014 0.5457 0.1887 -0.159
H -3.3395 0.7522 -0.5216 0.258
H 1.1318 1.1875 -1.8059 0.232
H 1.8357 -0.0150 -0.8596 0.214
H 0.4853 -0.4051 -1.7436 0.240
H -0.5470 -2.3587 -0.3750 0.233
H 1.1861 -2.1148 0.4250 0.202
H -0.1442 -1.5155 1.3907 0.217
H 1.2980 1.7650 1.0476 0.401
H -0.1045 1.3134 1.9862 0.415



Winner for stability: run 1



Run 1
12
Properties=species:S:1:pos:R:3:nbo_charge:R:1 method="wB97M-V/def2-TZVPD" molar_mass_da=95.10 e_lumo_ev=0.8 orbital_gap_ha=0.3200 e_homo_ev=-7.880
C -1.3213 -0.8824 -0.2816 0.145
C 0.8991 -0.6421 0.6834 0.081
C -0.7901 1.2423 0.2685 0.293
C 1.1900 0.3658 -0.4134 -0.380
N -1.4403 0.3555 -0.3962 -0.426
N -0.2657 -1.3035 0.5311 -0.600
N 0.4602 1.5476 0.1365 -0.574
H -2.0197 -1.6414 -0.6544 0.191
H 2.3387 0.4003 -0.5990 0.236
H 0.7490 0.2062 -1.4467 0.198
H -0.5963 -1.9534 1.3276 0.400
H 0.7964 2.3052 0.8442 0.435



Run 2
12
Properties=species:S:1:pos:R:3:nbo_charge:R:1 method="wB97M-V/def2-TZVPD" molar_mass_da=95.10 e_lumo_ev=-2.2 orbital_gap_ha=0.2551 e_homo_ev=-9.104
C 0.3180 0.0304 1.5448 -0.431
N 0.6647 -0.2775 0.0706 -0.372
C 0.2396 0.3039 -1.0034 0.160
C 0.6855 -0.0586 -2.3367 0.173
N 0.9920 -0.2443 -3.4400 -0.165
C -2.3071 0.3882 -0.1762 -0.157
N -2.1580 -0.4277 0.6563 -0.711
H 1.0055 0.8211 1.8270 0.215
H 0.4930 -0.8944 2.0970 0.230
H -0.7124 0.3376 1.7937 0.318
H 1.3208 -1.0451 -0.0905 0.422
H -0.5415 1.0664 -0.9426 0.317



Winner for stability: run 2



Run 1
12
Properties=species:S:1:pos:R:3:nbo_charge:R:1 method="wB97M-V/def2-TZVPD" molar_mass_da=95.10 e_lumo_ev=0.2 orbital_gap_ha=0.3863 e_homo_ev=-10.352
N 1.5721 -0.5640 2.0522 -0.284
C 0.5241 -0.1612 1.7697 0.208
C 0.4436 0.1794 -1.2651 0.138
C -0.6021 -0.7523 -0.6750 -0.341
N -1.3982 -0.0587 0.3146 -0.313
C -0.8210 0.2635 1.3955 0.027
N 0.6891 1.3010 -0.7350 -0.617
H 0.9683 -0.2177 -2.1426 0.166
H -1.2566 -1.1223 -1.4718 0.223
H -0.0735 -1.6243 -0.2567 0.221
H -1.3435 0.8899 2.1156 0.218
H 1.4400 1.7909 -1.2170 0.352



Run 2
12
Properties=species:S:1:pos:R:3:nbo_charge:R:1 method="wB97M-V/def2-TZVPD" molar_mass_da=95.10 e_lumo_ev=0.6 orbital_gap_ha=0.3221 e_homo_ev=-8.152
N 2.7820 -0.9533 0.9243 -0.305
C 1.9587 -0.5169 0.2394 0.259
C 0.8898 0.0370 -0.6044 -0.344
C -1.6550 -1.3483 -0.3577 -0.067
N -1.7371 -0.1947 0.1653 -0.392
C -1.1948 0.9461 0.2928 0.189
N 0.1686 1.1135 0.0406 -0.596
H 1.2950 0.3485 -1.5708 0.241
H 0.1793 -0.7771 -0.8511 0.262
H -1.6022 -2.1316 0.4184 0.152
H -1.7621 1.8281 0.5722 0.202
H 0.6780 1.6487 0.7311 0.400



Winner for stability: run 1



Run 1
19
Properties=species:S:1:pos:R:3:nbo_charge:R:1 method="wB97M-V/def2-TZVPD" molar_mass_da=108.14 e_lumo_ev=0.7 orbital_gap_ha=0.3959 e_homo_ev=-10.121 smiles=C[C@H](O)CCO.O
C 0.3219 -1.5871 1.0857 -0.061
O 0.8246 -0.7032 2.0556 -0.766
C -0.2952 -0.4719 0.0771 -0.441
C 0.6987 -0.0671 -1.0249 0.091
C 0.1597 0.8763 -2.0700 -0.653
O 1.0354 -1.3286 -1.8097 -0.755
H -0.6338 -2.0091 1.4463 0.164
H 1.0505 -2.2539 0.6513 0.197
H 1.2380 -0.9914 2.8697 0.484
H -0.3026 0.4071 0.6791 0.212
H -1.3461 -0.6096 -0.1604 0.208
H 1.7666 0.0915 -0.5029 0.206
H -0.9381 0.9545 -1.9834 0.208
H 0.4110 0.6769 -3.1028 0.237
H 0.5398 1.8591 -1.8613 0.218
H 0.1874 -1.6362 -2.1583 0.449
H -1.7056 1.9076 2.6133 0.468
H -1.1398 2.3381 1.2762 0.467
O -1.8725 2.5469 1.9193 -0.933



Run 2
19
Properties=species:S:1:pos:R:3:nbo_charge:R:1 method="wB97M-V/def2-TZVPD" molar_mass_da=108.14 e_lumo_ev=-0.1 orbital_gap_ha=0.3052 e_homo_ev=-8.414 smiles="C=CC=C.O.O.O"
C 0.5702 -1.2904 -3.1340 -0.352
C 0.6203 -0.1886 -2.3682 -0.235
C -0.1628 -0.0362 -1.1201 -0.207
C 0.1555 0.9795 -0.2875 -0.402
H -0.1831 -2.0401 -2.9181 0.196
H 1.1268 -1.3336 -4.0571 0.202
H 1.0591 0.7004 -2.8117 0.207
H -0.5896 -0.9566 -0.7292 0.207
H -0.3578 1.7459 0.2725 0.211
H 1.2502 1.1342 -0.2401 0.167
H -3.7074 -0.5618 1.3897 0.476
H -2.3741 -0.9542 0.6423 0.478
O -3.2233 -0.4918 0.5600 -0.952
H -0.9287 0.6140 2.2892 0.463
H 0.4115 0.1199 2.8592 0.493
O -0.5408 -0.1106 2.8025 -0.970
H 2.3063 1.5995 2.6617 0.482
H 2.3338 0.4169 1.6310 0.485
O 2.2338 0.6535 2.5577 -0.948



Winner for stability: run 1



Run 1
19
Properties=species:S:1:pos:R:3:nbo_charge:R:1 method="wB97M-V/def2-TZVPD" molar_mass_da=108.14 e_lumo_ev=0.6 orbital_gap_ha=0.3859 e_homo_ev=-9.911 smiles=OCCCCO.O
C 0.9299 1.0214 -0.3668 -0.432
C 1.1425 -0.4389 -0.0558 -0.448
C 1.1928 -0.6338 1.5361 -0.064
O 1.2963 -2.0701 1.8648 -0.740
C -0.5292 1.3686 -0.4113 -0.067
O -1.1286 0.7920 0.7846 -0.755
H 1.5573 1.7915 0.3167 0.200
H 1.1924 1.4069 -1.3757 0.209
H 0.3374 -1.0113 -0.5597 0.208
H 2.1072 -0.6563 -0.5750 0.207
H 2.1428 -0.1456 1.8771 0.161
H 0.3105 -0.1490 1.8980 0.218
H 1.9742 -2.4893 1.3389 0.464
H -0.9087 2.4842 -0.4928 0.193
H -0.9170 0.8967 -1.3730 0.166
H -1.3843 -0.0753 0.7501 0.476
H -3.1200 -1.4378 -1.8948 0.468
H -3.2500 0.0311 -1.9024 0.469
O -2.9454 -0.6850 -1.3588 -0.933



Run 2
19
Properties=species:S:1:pos:R:3:nbo_charge:R:1 method="wB97M-V/def2-TZVPD" molar_mass_da=108.14 e_lumo_ev=0.5 orbital_gap_ha=0.3801 e_homo_ev=-9.855 smiles=OCCCCO.O
O -0.2077 -4.5567 -0.8354 -0.953
H 0.2541 -5.4101 -0.9990 0.478
H -1.0590 -4.6381 -1.3222 0.477
O 0.3870 -1.6117 0.3484 -0.740
O 1.5592 3.5036 0.8285 -0.729
C -0.4837 -0.9041 -0.4959 -0.049
C 0.3135 2.7778 0.7487 -0.055
C -0.7723 0.4060 0.1488 -0.415
C 0.4888 1.2612 0.2603 -0.418
H 0.6371 -2.4626 -0.0685 0.489
H 1.2973 4.4430 0.9252 0.463
H 0.0272 -0.6860 -1.4534 0.148
H -1.3671 -1.5321 -0.7212 0.160
H -0.3591 3.3302 0.0646 0.152
H -0.0739 2.9060 1.7777 0.162
H -1.5022 0.9150 -0.5097 0.198
H -1.2375 0.2990 1.1476 0.207
H 1.2016 0.7343 0.9235 0.226
H 0.8964 1.2254 -0.7682 0.197



Run 3
19
Properties=species:S:1:pos:R:3:nbo_charge:R:1 method="wB97M-V/def2-TZVPD" molar_mass_da=108.14 e_lumo_ev=0.6 orbital_gap_ha=0.3994 e_homo_ev=-10.249 smiles=C[C@H](O)CCO.O
C 1.4677 -1.5863 0.5638 -0.059
O 0.7737 -2.8293 0.3645 -0.723
C 0.4840 -0.4035 0.6703 -0.454
C -0.2427 -0.1372 -0.6305 0.077
C 0.6803 0.2436 -1.7731 -0.668
O -1.4081 0.7235 -0.2819 -0.712
H 2.0920 -1.4327 -0.3271 0.156
H 2.1856 -1.7129 1.3715 0.177
H -0.1718 -2.6429 0.4460 0.462
H 1.0165 0.4452 1.1175 0.218
H -0.1441 -0.8171 1.4812 0.215
H -0.8323 -0.9868 -0.9305 0.183
H 0.1852 0.9502 -2.4500 0.228
H 0.8213 -0.6990 -2.3208 0.234
H 1.6869 0.6504 -1.6224 0.219
H -0.9720 1.5791 -0.2842 0.446
H -2.2912 3.4332 2.0399 0.463
H -2.6356 2.6055 0.8056 0.469
O -2.6954 2.6171 1.7601 -0.930



Run 4
19
Properties=species:S:1:pos:R:3:nbo_charge:R:1 method="wB97M-V/def2-TZVPD" molar_mass_da=108.14 e_lumo_ev=0.6 orbital_gap_ha=0.3371 e_homo_ev=-8.542 smiles="C/C=C(/C)O.O.O"
C -2.5675 -0.6781 0.1912 -0.648
C -1.4119 0.1015 0.7862 -0.294
C -0.1589 -0.3904 0.7695 0.311
O 0.1514 -1.4691 -0.0180 -0.713
C 0.8790 0.1273 1.7046 -0.678
H -2.9722 -0.2356 -0.7101 0.208
H -2.2165 -1.6736 -0.0955 0.220
H -3.3288 -0.8937 0.9431 0.216
H -1.5835 1.1535 0.9661 0.209
H 0.9081 -1.9707 0.3098 0.490
H 1.8649 -0.0060 1.2483 0.222
H 0.6684 1.1863 1.8517 0.236
H 0.7931 -0.3800 2.6657 0.224
H 0.1418 -0.0576 -1.6530 0.491
H -0.2590 0.6250 -2.9462 0.478
O 0.3428 0.7109 -2.2064 -0.966
H 2.2319 0.9769 -1.4552 0.488
H 3.3223 1.9088 -1.0837 0.461
O 3.1948 0.9644 -1.2681 -0.954



Winner for stability: run 4